[1]
ORCA calculation (the ωB97M-V functional and the def2-TZVPD basis) on C27H43O13Tl as an isolated structure.

Computed properties:
Frontier orbital gap (alpha / beta) in eV: 3.881 / 3.400
E in eV: -59976.2773
Total charge: +3
Lowest unoccupied orbital energy (alpha / beta) in eV: -12.862 / -13.342
Spin multiplicity: 2

CARTESIAN COORDINATES (ANGSTROEM)
Tl 13.746160 10.499470 21.638110
C 10.965620 5.955320 21.292100
C 10.817600 7.437770 21.862090
C 10.777540 7.511130 23.428630
O 11.798940 8.286930 21.339480
H 10.034730 5.391930 21.356400
H 11.807240 5.447120 21.762750
H 11.295110 5.951970 20.253090
H 9.870090 7.792350 21.456400
H 10.653210 8.537400 23.774180
H 11.766590 7.224430 23.785970
H 9.996760 6.921980 23.909660
O 14.598580 8.177710 23.158440
C 14.734170 6.972540 23.296200
O 14.655440 6.304230 24.433560
C 14.758590 4.877220 24.293430
C 14.634520 4.635060 22.761110
C 15.057310 5.997150 22.156010
H 13.980440 4.397000 24.886710
H 15.719360 4.502010 24.645900
H 13.610320 4.395340 22.475380
H 15.217050 3.764870 22.458560
H 14.456170 6.105320 21.253230
H 16.133280 6.138990 22.054660
O 13.219310 10.668240 24.570770
C 12.793130 11.249460 25.566780
O 13.702150 11.934140 26.347580
C 13.071970 12.609040 27.365760
C 11.682120 12.017470 27.555850
C 11.413520 11.423080 26.150900
H 13.009520 13.647640 27.040950
H 13.670730 12.661260 28.275080
H 11.079790 12.830940 27.960310
H 11.719100 11.232360 28.311050
H 10.786360 12.056630 25.523690
H 10.821840 10.510680 26.225340
O 11.054590 11.271730 22.281660
C 9.840980 11.398030 22.457740
O 9.385010 12.061620 23.430260
C 7.960640 12.149510 23.434450
C 7.560230 11.012480 22.504540
C 8.703680 10.925710 21.518350
H 7.725770 13.098170 22.951790
H 7.561910 12.069620 24.445750
H 6.628280 11.264170 21.998360
H 7.493470 10.056540 23.024000
H 8.607760 11.642230 20.702570
H 8.945340 9.927380 21.153620
O 13.028930 9.988470 18.785450
C 12.802300 9.270350 17.810020
O 12.330810 9.641260 16.615930
C 12.203290 8.554950 15.686280
C 12.102810 7.300350 16.539610
C 12.826610 7.715250 17.815220
H 12.996890 8.647700 14.944870
H 11.266400 8.655100 15.138280
H 12.639560 6.502640 16.026130
H 11.081440 7.007320 16.782590
H 13.838040 7.323480 17.923070
H 12.340030 7.354190 18.721300
O 15.952630 10.780810 23.584370
C 17.037610 10.325850 23.761890
O 18.159720 11.016780 23.383140
C 19.342060 10.306270 23.743410
C 18.866110 9.054460 24.532320
C 17.394950 8.933460 24.168850
H 20.031050 10.874360 24.368450
H 19.871670 10.005060 22.839600
H 19.045370 9.182900 25.599780
H 19.439200 8.158840 24.292480
H 16.791260 8.657130 25.033310
H 17.282570 8.218040 23.354200
O 15.383260 12.910030 21.758950
C 16.123820 13.881570 21.637360
O 15.706020 15.151860 21.708350
C 16.781120 16.120430 21.681390
C 18.133670 15.321800 21.647150
C 17.617570 13.893900 21.459210
H 16.647850 16.747950 22.562620
H 16.616440 16.746220 20.804260
H 18.652200 15.366210 22.604880
H 18.763870 15.753800 20.869770
H 17.945910 13.298710 22.311290
H 17.852650 13.411020 20.510700

Forces on atoms 1 to 6 (eV/Å):
Tl -0.52 -0.03 0.59
C 0.94 0.58 -0.34
C 1.15 -0.34 0.34
C 0.62 0.54 -0.22
O -1.39 -1.24 0.42
H 0.08 0.21 0.32


[2]
ORCA calculation (the ωB97M-V functional and the def2-TZVPD basis) on C3H4NP in the gas phase.

Computed properties:
Frontier orbital gap (alpha / beta) in eV: 8.105 / 8.113
E in eV: -13949.6205
Total charge: 0
Lowest unoccupied orbital energy (alpha / beta) in eV: -0.725 / -0.695
Spin multiplicity: 1

CARTESIAN COORDINATES (ANGSTROEM)
C -1.303766 -0.124745 -0.251807
C -0.885269 1.106757 -0.291756
C 0.825936 -0.974576 -0.071699
N -0.422123 -1.162097 0.017822
P 1.782529 0.691417 -0.087656
H -2.242041 -0.595889 -0.322756
H -0.941290 2.123838 -0.496160
H 1.608655 -1.643205 0.118085
H 1.577367 0.578499 1.385927

Forces on atoms 1 to 6 (eV/Å):
C 0.83 0.77 0.38
C 3.13 -0.79 0.14
C 0.28 2.76 0.34
N 2.05 -2.14 -0.29
P -4.35 -0.44 0.72
H -1.68 0.54 -0.32


[3]
ORCA calculation (the ωB97M-V functional and the def2-TZVPD basis) on C12H25IIrN10O4Te as an isolated structure.

Computed properties:
Frontier orbital gap (alpha / beta) in eV: 3.850 / 3.834
E in eV: -54126.7354
Total charge: +4
Lowest unoccupied orbital energy (alpha / beta) in eV: -14.049 / -14.064
Spin multiplicity: 2

CARTESIAN COORDINATES (ANGSTROEM)
Ir 0.213300 0.316300 -0.518300
N 2.018300 1.634400 1.038300
N 1.397100 2.309200 2.104700
C 0.107600 2.069700 2.370700
N -0.524600 2.614500 3.385000
N -0.488900 1.270600 1.453500
N -1.644300 0.680700 1.628200
O -2.062300 0.098800 0.628000
O -2.201200 0.646100 2.700500
H 2.650900 0.917400 1.399100
H 2.563700 2.293200 0.482200
H 1.942200 2.940400 2.687700
H -0.082200 3.240000 4.045500
H -1.491900 2.366000 3.579000
C -1.123300 -4.168600 3.251700
Te -1.622500 -2.172700 2.708300
C -3.699000 -2.507300 2.364800
H -1.351300 -4.867700 2.447900
H -1.690700 -4.447100 4.138500
H -0.062200 -4.205200 3.480500
H -4.165300 -2.686600 3.333100
H -3.819000 -3.387300 1.739000
H -4.132000 -1.622200 1.909100
N -2.182100 -3.508800 -2.950900
C -2.153700 -3.233600 -1.491600
C -1.154300 -2.109200 -1.144500
O -0.662100 -2.059300 -0.003400
O -0.914100 -1.259000 -2.031600
H -3.133800 -3.666100 -3.310200
H -1.638200 -4.353300 -3.184200
H -1.763000 -2.693000 -3.436800
H -1.899100 -4.130100 -0.926000
H -3.132800 -2.882900 -1.150800
C 5.204000 -1.417600 -2.639200
N 4.085100 -0.582700 -2.314700
C 4.006400 0.752200 -2.558000
C 2.777400 1.163000 -2.118500
N 2.114200 0.086500 -1.598500
C 2.938900 -0.952800 -1.737300
H 5.314500 -1.498500 -3.723100
H 5.074300 -2.414200 -2.221400
H 6.124700 -0.981000 -2.247800
H 4.792600 1.314900 -3.019800
H 2.334700 2.139200 -2.170000
H 2.719800 -1.958700 -1.437500
I -3.032100 5.595800 -2.516400
C -2.123200 3.714600 -2.391900
C -2.212900 2.670800 -3.320600
N -1.457800 1.683100 -2.856400
N -0.875600 2.002900 -1.688400
C -1.267300 3.225000 -1.382400
H -2.761800 2.631400 -4.243600
H -1.281600 0.780100 -3.282500
H -0.955600 3.745600 -0.497800

Forces on atoms 1 to 6 (eV/Å):
Ir -1.06 -0.24 -3.70
N -0.19 -0.10 -0.04
N 0.23 0.10 0.04
C -0.42 0.14 0.25
N -0.02 -0.04 0.06
N 1.23 0.16 -0.86


[4]
ORCA calculation (the ωB97M-V functional and the def2-TZVPD basis) on C2H3N2P as an isolated structure.

Computed properties:
Frontier orbital gap in eV: 10.029
E in eV: -14388.6384
Total charge: 0
Lowest unoccupied orbital energy in eV: 1.037
Spin multiplicity: 1

CARTESIAN COORDINATES (ANGSTROEM)
C 1.372634 -0.230215 -0.039907
C -1.004499 -0.359501 -0.566430
N 0.932656 0.378203 0.878454
N -0.078765 -1.015208 -1.069736
P -0.727824 0.396266 1.119610
H 2.338912 -0.313200 -0.379802
H -1.949690 -0.663555 -0.966222
H -0.883424 1.807210 1.024034

Forces on atoms 1 to 6 (eV/Å):
C -2.75 -2.62 -3.47
C -0.55 -0.48 0.50
N -0.54 2.02 2.90
N 3.80 1.42 0.86
P -0.83 0.21 0.35
H 2.06 -0.70 -0.90